Density functional theory data (the ωB97M-V functional and the def2-TZVPD basis) for a structure of composition C10H40O10.

```
! RIJCOSX wB97M-V def2-TZVPD def2/J DEFGRID3
* xyz 0 1
H 2.67 1.72 -1.34
H -0.07 0.54 -3.36
H 0.14 -1.07 -0.81
H -2.12 3.34 -2.72
C -0.21 0.93 2.98
H 0.08 -2.49 -0.81
O -2.65 3.26 -1.92
H -2.16 1.34 0.88
H 0.04 -1.54 -3.31
H -2.74 2.45 -0.04
H -1.89 -1.57 -3.98
H -2.17 -0.14 1.94
C -1.76 -1.24 -2.96
H 1.66 -3.00 -0.37
O -0.35 -2.79 2.77
C -0.03 0.00 -0.68
H -2.35 -0.42 -2.55
O 1.75 1.23 -2.71
H -2.26 1.36 -1.38
H -1.29 -2.26 1.20
C 2.59 -0.44 2.34
H 0.41 2.19 -3.96
O -0.41 -1.11 -2.58
C 2.57 1.85 -0.27
H -1.00 -0.88 2.20
H 0.14 -2.41 3.50
C -2.14 2.35 -0.95
O 0.17 0.59 0.64
H 1.59 1.44 0.00
O -3.99 0.54 1.29
H 1.83 -1.23 2.35
H 3.45 -0.93 1.90
H -0.80 0.12 3.41
H 1.04 0.40 1.00
C 0.48 1.46 -3.15
O 0.20 1.63 4.14
H 2.80 -0.18 3.37
H -4.33 -0.05 1.97
C -2.66 0.41 1.14
O 0.24 -4.54 -0.40
H 1.13 1.78 3.92
H 1.09 -3.46 -1.93
H -1.08 2.56 -0.87
H 2.65 0.99 1.05
H -0.93 1.41 2.31
O 1.96 0.60 1.59
H 0.65 0.65 -1.24
H 2.32 0.83 -3.38
H -1.06 0.18 -0.97
H 0.19 -4.50 0.56
H 0.36 -1.61 1.21
O 3.58 1.16 0.28
H 2.53 2.89 0.04
H -2.42 -0.09 0.19
C -0.53 -1.78 1.81
H -2.07 -2.03 -2.28
C 0.77 -3.33 -0.89
H 0.65 0.65 2.37
H -0.08 1.81 -2.29
H 3.83 0.41 -0.27
*
```

Properties
energy above the lowest of the compared OMol25 structures with the same formula, charge and spin	332.3	kcal/mol
electronic energy	-1156.822295	a.u.
Kohn-Sham gap	0.316	Ha

Density functional theory data (the ωB97M-V functional and the def2-TZVPD basis) for a cluster of 13 separate species, C10H42F3O15S in total.

```
! RIJCOSX wB97M-V def2-TZVPD def2/J DEFGRID3
* xyz -1 1
H 18.50 4.20 15.08
H 21.62 6.05 13.88
H 25.98 6.24 18.74
C 22.48 8.62 21.53
H 20.70 1.08 17.65
C 17.93 4.73 21.28
O 24.21 8.10 14.20
H 19.76 -0.46 23.02
H 23.09 9.39 17.02
H 22.41 0.57 21.21
O 19.86 9.27 16.48
H 21.21 2.42 20.18
F 20.26 6.74 18.24
H 18.90 4.91 21.74
C 19.67 0.58 22.74
H 17.47 5.13 24.00
H 15.88 4.42 24.15
C 16.57 4.87 23.44
H 22.33 9.60 21.07
H 15.23 4.40 21.36
C 20.53 2.24 21.01
O 24.63 8.74 20.61
H 17.28 2.34 16.49
H 24.99 8.86 21.49
H 21.50 8.13 21.61
F 21.18 5.21 19.42
H 23.58 8.17 14.95
H 19.58 2.31 20.48
H 20.22 0.10 20.74
O 21.91 6.29 12.98
H 19.94 1.28 23.54
H 19.30 8.50 16.33
C 24.07 6.64 21.53
O 22.99 6.17 17.35
O 25.73 5.84 17.91
H 17.51 5.70 20.98
O 25.15 2.43 17.41
H 20.57 2.98 21.81
H 22.79 8.81 22.56
O 20.29 1.91 17.37
H 17.46 3.10 22.51
H 23.72 7.59 13.54
S 22.03 5.13 16.95
O 22.68 8.71 16.47
H 23.40 5.77 21.53
O 18.98 4.85 14.54
H 16.16 5.83 23.10
H 25.90 2.92 17.06
H 22.78 7.87 17.00
O 22.47 3.76 17.17
H 22.51 5.58 12.72
O 21.87 0.44 22.00
H 24.39 3.02 17.27
H 20.77 8.93 16.37
H 18.63 0.82 22.49
H 18.82 2.40 16.45
C 20.65 5.48 18.21
C 16.98 4.05 22.24
O 18.01 2.68 15.97
O 15.82 3.65 21.50
F 19.66 4.61 18.06
H 24.75 5.80 17.94
H 21.04 2.51 17.19
H 24.21 6.80 22.61
H 23.22 7.62 19.72
C 23.51 7.83 20.75
H 19.83 4.98 15.01
O 21.41 5.32 15.62
C 20.55 0.80 21.52
H 18.03 4.21 20.33
H 25.01 6.30 21.09
*
```

Properties
energy above the lowest of the compared OMol25 structures with the same formula, charge and spin	0.0	kcal/mol
electronic energy	-2232.729218	a.u.
Kohn-Sham gap	0.354	Ha

Density functional theory data (the ωB97M-V functional and the def2-TZVPD basis) for a cluster of 20 separate species, C10H44ClF2NO24 in total.

```
! RIJCOSX wB97M-V def2-TZVPD def2/J DEFGRID3
* xyz 0 1
O -6.34 -1.46 -4.26
O -3.53 3.96 -1.02
O -3.11 -3.09 4.49
H 2.52 0.56 -5.05
O 5.37 3.61 2.45
H 6.63 7.04 0.46
O 1.63 -0.99 3.28
F -0.78 0.48 1.91
H -5.61 -1.36 -4.87
O -3.37 -2.61 -4.89
O -4.71 -1.49 0.37
O -5.47 0.67 -2.34
H 5.57 -3.55 2.85
O 1.28 5.50 -0.97
H 1.40 3.22 3.99
C -1.80 0.45 1.02
H -3.05 -1.79 -5.30
H 6.59 4.19 -0.72
H 1.00 -0.36 3.65
O 0.33 2.94 -2.44
H 0.82 4.81 -1.46
H -3.40 3.31 -0.33
C -0.11 -2.18 0.76
H -4.41 -4.92 2.34
N -1.82 -0.64 0.10
H 2.14 1.46 1.05
O 1.59 -3.87 0.94
H -3.07 -2.54 -3.97
O 6.33 6.29 -0.06
H 3.43 -1.76 0.89
H 2.16 -0.17 -3.76
H -4.62 0.32 -2.06
H -4.85 2.03 1.56
H 0.84 1.83 3.69
H -6.87 -2.18 -4.63
H -3.99 -1.40 -0.27
H 5.75 6.68 -0.73
H -3.32 3.49 -1.84
H 0.04 -6.73 1.77
H 2.13 5.10 -0.77
H 0.07 -5.39 1.06
O -0.38 -6.24 1.06
H 5.85 3.29 3.22
O -3.52 -4.92 1.98
O -2.59 1.28 1.10
O 3.15 2.92 -0.09
H -5.26 -2.18 -0.01
H 1.34 1.96 -0.46
O 0.47 -0.09 -1.97
C -2.35 -0.25 -1.16
O 4.72 -3.18 2.60
H -6.09 1.20 1.81
H 4.74 4.25 2.81
H 4.28 -3.89 2.12
H -3.58 -3.31 3.67
C 2.07 -0.68 -0.32
C 2.34 1.78 -0.01
H 2.12 -1.30 4.06
H -3.42 -2.21 4.71
O 1.67 2.31 3.79
H 3.99 0.33 -0.25
H -5.86 -0.07 -2.83
H 3.09 0.62 -1.79
C -0.45 -1.15 -0.01
O -0.65 -4.01 -1.58
H -3.28 -5.85 1.93
H -0.53 -4.69 -0.90
C 2.99 0.51 -0.69
H -0.55 2.96 -2.05
C 1.34 -2.73 0.73
O 2.91 0.07 -4.32
C 0.64 -0.59 -0.89
O 6.26 3.38 -0.31
H -0.48 -4.48 -2.41
O -2.83 -1.00 -1.89
H 0.56 2.01 -2.50
Cl -1.25 -2.93 1.84
C 2.42 -1.70 0.45
H 3.94 2.76 0.46
H 6.60 3.42 0.59
F -2.28 1.03 -1.59
O -5.57 1.92 2.19
*
```

Properties
electronic energy	-2927.826220	a.u.
Kohn-Sham gap	0.304	Ha